No. 1
41
Properties=species:S:1:pos:R:3 method="wB97M-V/def2-TZVPD" total_energy_ha=-1392.07175 smiles="Cc1ccc(NS(=O)(=O)c2ccc3c(c2)CCC(=O)N3)cc1C" gap_ev=9.11
C -3.55 1.18 0.23
C -2.59 0.41 -0.62
C -1.90 1.04 -1.65
C -1.00 0.35 -2.44
C -0.76 -0.99 -2.20
N 0.19 -1.67 -2.97
S 1.75 -1.04 -2.98
O 2.60 -2.11 -3.39
O 1.76 0.18 -3.73
C 1.98 -0.68 -1.25
C 2.31 -1.71 -0.39
C 2.32 -1.49 0.97
C 1.96 -0.23 1.47
C 1.62 0.81 0.59
C 1.64 0.57 -0.77
C 1.18 2.11 1.19
C 1.96 2.39 2.47
C 1.89 1.22 3.44
O 1.85 1.33 4.64
N 1.92 -0.01 2.83
C -1.45 -1.63 -1.17
C -2.36 -0.95 -0.38
C -3.08 -1.66 0.72
H -4.56 0.76 0.15
H -3.26 1.15 1.28
H -3.60 2.22 -0.08
H -2.09 2.08 -1.84
H -0.47 0.84 -3.25
H 0.23 -2.67 -2.80
H 2.57 -2.67 -0.81
H 2.58 -2.28 1.66
H 1.39 1.35 -1.47
H 1.33 2.92 0.48
H 0.11 2.05 1.41
H 1.59 3.28 2.98
H 3.02 2.55 2.24
H 1.99 -0.80 3.45
H -1.26 -2.68 -0.99
H -2.79 -2.71 0.76
H -2.86 -1.20 1.68
H -4.16 -1.61 0.56



No. 2
42
Properties=species:S:1:pos:R:3 method="wB97M-V/def2-TZVPD" total_energy_ha=-1467.08374 smiles="Cc1cc(C)c(S(=O)(=O)N/N=C/c2ccc3c(c2)OCO3)c(C)c1" gap_ev=8.44
C -0.14 -3.93 -5.08
C 0.05 -3.64 -3.66
C 0.63 -2.38 -3.36
C 0.66 -1.92 -2.04
C 1.39 -0.65 -1.80
C 0.11 -2.66 -0.96
S 0.09 -1.93 0.79
O 1.47 -1.82 1.35
O -0.81 -2.71 1.71
N -0.80 -0.48 0.31
N -0.92 0.84 0.83
C -0.30 1.21 1.94
C -0.22 2.75 2.23
C -0.77 3.63 1.33
C -0.64 4.98 1.54
C -0.07 5.44 2.71
C 0.48 4.56 3.65
C 0.45 3.15 3.36
O 1.04 5.27 4.61
C 0.76 6.65 4.32
O -0.02 6.73 3.08
C -0.52 -3.88 -1.33
C -1.18 -4.90 -0.39
C -0.48 -4.22 -2.63
H 0.22 -4.96 -5.23
H 0.48 -3.26 -5.67
H -1.17 -3.85 -5.42
H 1.09 -1.76 -4.12
H 2.08 -0.66 -2.63
H 1.89 -0.66 -0.86
H 0.65 0.19 -1.73
H -1.37 -0.71 -0.47
H 0.10 0.52 2.70
H -1.35 3.40 0.38
H -0.88 5.60 0.63
H 0.98 2.41 3.93
H 1.69 7.22 4.20
H 0.28 7.03 5.20
H -0.43 -5.42 0.28
H -1.72 -5.68 -0.94
H -1.89 -4.38 0.22
H -0.89 -5.15 -2.99



No. 3
45
Properties=species:S:1:pos:R:3 method="wB97M-V/def2-TZVPD" total_energy_ha=-1975.00491 smiles="CCOC(=O)c1ccc(NC(=O)CSC2=NN3CCCC(=O)N=C3S2)cc1" gap_ev=8.91
C 7.13 0.05 0.75
C 6.01 1.01 0.37
O 4.73 0.40 0.51
C 4.29 -0.34 -0.52
O 4.90 -0.48 -1.55
C 2.97 -0.95 -0.26
C 2.35 -0.87 0.99
C 1.11 -1.43 1.19
C 0.45 -2.07 0.14
N -0.83 -2.61 0.27
C -1.77 -2.26 1.19
O -1.59 -1.57 2.16
C -3.16 -2.80 0.84
S -3.63 -2.22 -0.84
C -3.01 -0.59 -0.66
N -1.87 -0.25 -1.12
N -1.55 1.01 -0.82
C -0.20 1.49 -1.01
C 0.38 1.97 0.32
C 0.01 3.42 0.63
C -1.38 3.84 0.15
O -1.60 4.95 -0.26
N -2.39 2.92 0.30
C -2.45 1.71 -0.06
S -3.84 0.68 0.25
C 1.08 -2.18 -1.10
C 2.33 -1.62 -1.30
H 8.08 0.56 0.69
H 7.14 -0.80 0.06
H 6.98 -0.32 1.76
H 6.13 1.34 -0.67
H 5.99 1.87 1.04
H 2.85 -0.37 1.80
H 0.63 -1.36 2.16
H -1.16 -3.11 -0.55
H -3.88 -2.44 1.56
H -3.18 -3.89 0.79
H -0.21 2.32 -1.74
H 0.37 0.66 -1.43
H 0.01 1.30 1.11
H 1.47 1.87 0.30
H 0.06 3.60 1.70
H 0.71 4.11 0.15
H 0.58 -2.68 -1.91
H 2.82 -1.69 -2.25



No. 4
45
Properties=species:S:1:pos:R:3 method="wB97M-V/def2-TZVPD" total_energy_ha=-1651.94083 smiles="CCOc1ccc(NC(=O)CCNS(=O)(=O)c2cccc3nonc23)cc1" gap_ev=7.16
C 3.39 -2.72 -2.80
C 2.28 -2.56 -3.83
O 0.99 -2.60 -3.26
C 0.51 -1.52 -2.59
C 1.13 -0.28 -2.50
C 0.53 0.75 -1.79
C -0.70 0.56 -1.15
N -1.24 1.64 -0.44
C -2.25 1.62 0.45
O -2.91 0.64 0.74
C -2.55 2.98 1.07
C -2.67 2.83 2.59
N -1.37 2.71 3.22
S 0.09 2.30 2.57
O 0.32 3.07 1.38
O 1.01 2.42 3.66
C 0.03 0.56 2.13
C -0.93 -0.30 2.57
C -0.93 -1.67 2.22
C 0.04 -2.23 1.44
C 1.07 -1.38 1.00
N 2.16 -1.59 0.28
O 2.77 -0.42 0.19
N 2.14 0.57 0.81
C 1.07 0.03 1.34
C -1.33 -0.68 -1.26
C -0.73 -1.70 -1.96
H 3.26 -3.66 -2.26
H 3.38 -1.91 -2.08
H 4.36 -2.74 -3.30
H 2.29 -3.41 -4.53
H 2.42 -1.64 -4.42
H 2.08 -0.09 -2.96
H 1.02 1.70 -1.71
H -0.65 2.46 -0.43
H -3.52 3.31 0.69
H -1.80 3.72 0.83
H -3.29 1.95 2.80
H -3.16 3.72 3.01
H -1.38 2.56 4.21
H -1.73 0.07 3.19
H -1.75 -2.28 2.58
H 0.04 -3.27 1.16
H -2.28 -0.84 -0.78
H -1.20 -2.66 -2.05



No. 5
40
Properties=species:S:1:pos:R:3 method="wB97M-V/def2-TZVPD" total_energy_ha=-1034.80142 smiles="C=CCOC(=O)COc1ccc2c(C)c(C)c(=O)oc2c1C" gap_ev=8.59
C -3.53 5.44 0.61
C -3.11 5.01 1.78
C -1.74 4.48 2.03
O -1.79 3.14 2.56
C -1.92 2.16 1.67
O -1.93 2.30 0.48
C -2.04 0.82 2.39
O -1.88 -0.28 1.53
C -0.69 -0.45 0.90
C 0.46 0.30 1.16
C 1.63 0.03 0.48
C 1.70 -1.00 -0.46
C 2.90 -1.33 -1.20
C 4.14 -0.54 -0.95
C 2.86 -2.35 -2.10
C 4.03 -2.79 -2.93
C 1.63 -3.11 -2.32
O 1.52 -4.03 -3.10
O 0.53 -2.76 -1.61
C 0.54 -1.75 -0.70
C -0.66 -1.49 -0.04
C -1.90 -2.28 -0.31
H -4.53 5.81 0.46
H -2.89 5.43 -0.26
H -3.77 5.01 2.65
H -1.23 5.06 2.81
H -1.15 4.48 1.11
H -1.35 0.79 3.24
H -3.06 0.74 2.78
H 0.45 1.10 1.88
H 2.50 0.62 0.70
H 4.43 -0.62 0.10
H 3.96 0.52 -1.17
H 4.96 -0.88 -1.56
H 4.39 -1.98 -3.56
H 4.86 -3.12 -2.30
H 3.72 -3.61 -3.56
H -1.73 -2.97 -1.12
H -2.19 -2.83 0.58
H -2.71 -1.60 -0.56



No. 6
47
Properties=species:S:1:pos:R:3 method="wB97M-V/def2-TZVPD" total_charge=+2 total_energy_ha=-1365.55623 spin_multiplicity=5 gap_ev="8.56 / 3.95"
H 0.34 2.85 0.57
N 0.76 1.61 -1.09
B 1.38 0.68 -3.38
N 1.25 1.84 -2.36
C 1.42 3.18 -2.53
Pd 0.06 -0.47 -0.48
H 1.77 3.56 -3.47
C 1.07 3.80 -1.34
H 1.08 4.85 -1.14
C 0.67 2.77 -0.46
H 1.83 1.01 -4.44
C -1.56 -3.08 0.95
H -1.96 -2.88 1.95
H -0.59 -3.58 1.04
H -2.25 -3.75 0.44
N -0.06 0.10 -3.47
N 2.19 -0.46 -2.69
N -0.69 -0.34 -2.32
N 1.75 -0.99 -1.48
C -0.88 -0.12 -4.51
C 3.28 -1.15 -3.09
H -0.56 0.16 -5.50
H 3.76 -0.93 -4.03
C -2.05 -0.70 -4.04
C 3.56 -2.12 -2.12
C -1.91 -0.83 -2.66
C 2.59 -1.97 -1.12
H -2.90 -1.00 -4.61
H 4.35 -2.84 -2.13
H -2.54 -1.23 -1.88
H 2.43 -2.49 -0.19
H -1.44 -2.12 0.37
O -2.10 2.13 2.83
C -1.62 1.28 3.76
C -2.00 1.47 5.10
C -1.55 0.59 6.07
C -0.68 -0.46 5.75
C -0.25 -0.63 4.43
C -0.75 0.21 3.43
C -0.38 0.01 2.00
O 0.64 -0.67 1.65
O -1.17 0.51 1.10
H -1.88 1.71 1.95
H -2.66 2.30 5.35
H -1.88 0.71 7.11
H -0.32 -1.14 6.52
H 0.45 -1.40 4.14



No. 7
51
Properties=species:S:1:pos:R:3 method="wB97M-V/def2-TZVPD" total_charge=-1 total_energy_ha=-13218.20319 gap_ev=6.59
Pb -0.12 -0.06 -1.14
Se 3.57 2.82 -3.04
Sb 2.70 2.43 -0.82
Se 3.04 0.09 -0.08
Se 0.17 2.63 -0.88
Se 3.39 3.94 0.98
Cl -3.01 1.19 -0.05
C -3.35 0.56 -1.65
C -2.30 0.05 -2.39
C -2.66 -0.53 -3.59
Cl -1.42 -1.33 -4.55
C -3.96 -0.55 -4.09
Cl -4.33 -1.27 -5.61
C -4.97 0.02 -3.33
Cl -6.60 0.03 -3.91
C -4.67 0.58 -2.08
Cl -5.93 1.25 -1.12
N 2.37 1.83 3.17
C 1.69 2.92 3.92
C 0.29 3.11 3.34
N -0.50 1.89 3.33
C 0.21 0.82 2.63
C 1.60 0.56 3.18
H 3.32 1.69 3.52
H 2.56 2.24 2.20
H 2.29 3.82 3.79
H 1.65 2.63 4.97
H 0.40 3.45 2.30
H -0.23 3.89 3.89
H -0.74 1.60 4.28
H 0.30 1.12 1.58
H -0.37 -0.10 2.67
H 2.14 -0.15 2.55
H 1.56 0.20 4.21
N 1.27 0.11 -3.17
H 0.87 -0.30 -4.00
H 2.13 -0.36 -2.92
H 1.54 1.08 -3.37
N 0.82 -2.71 3.19
C 0.73 -2.94 2.07
C 0.59 -3.22 0.66
C 1.70 -3.12 -0.18
C 1.53 -3.36 -1.53
C 0.29 -3.68 -2.04
C -0.81 -3.78 -1.20
C -0.67 -3.55 0.16
H 2.66 -2.83 0.22
H 2.39 -3.26 -2.19
H 0.16 -3.84 -3.11
H -1.79 -4.01 -1.60
H -1.52 -3.61 0.82



No. 8
46
Properties=species:S:1:pos:R:3 method="wB97M-V/def2-TZVPD" total_energy_ha=-2082.63111 smiles="CC(C)S(=O)(=O)c1c(Cl)ccc(Nc2nc(=O)c(F)c(C3CCC3)[nH]2)c1O" gap_ev=8.39
C 5.18 0.90 1.09
C 4.35 -0.29 0.52
C 3.57 0.15 -0.73
S 3.28 -0.95 1.85
O 4.06 -1.88 2.67
O 2.80 0.17 2.69
C 1.82 -1.74 1.04
C 1.98 -2.91 0.30
Cl 3.53 -3.73 0.10
C 0.92 -3.49 -0.37
C -0.36 -2.90 -0.27
C -0.59 -1.78 0.50
N -1.95 -1.36 0.56
C -2.53 -0.13 0.43
N -3.79 -0.24 0.26
C -4.50 0.93 0.17
O -5.70 0.77 0.17
C -3.81 2.25 0.12
F -4.51 3.43 -0.04
C -2.46 2.25 0.35
C -1.64 3.51 0.38
C -0.81 3.64 1.67
C 0.46 3.65 0.84
C -0.37 3.58 -0.43
N -1.82 1.03 0.45
C 0.52 -1.17 1.14
O 0.35 -0.02 1.83
H 5.92 0.56 1.81
H 4.55 1.65 1.53
H 5.75 1.38 0.27
H 5.00 -1.15 0.21
H 3.00 -0.70 -1.11
H 4.25 0.48 -1.54
H 2.93 0.98 -0.49
H 1.09 -4.36 -0.99
H -1.19 -3.39 -0.79
H -2.69 -2.08 0.39
H -2.28 4.42 0.22
H -0.85 2.80 2.38
H -1.03 4.55 2.21
H 1.02 2.72 0.97
H 1.08 4.56 0.99
H -0.31 4.48 -1.05
H -0.14 2.71 -1.08
H -0.89 0.92 0.80
H 1.16 0.14 2.34



Please write out number 7 again, unchanged.
51
Properties=species:S:1:pos:R:3 method="wB97M-V/def2-TZVPD" total_charge=-1 total_energy_ha=-13218.20319 gap_ev=6.59
Pb -0.12 -0.06 -1.14
Se 3.57 2.82 -3.04
Sb 2.70 2.43 -0.82
Se 3.04 0.09 -0.08
Se 0.17 2.63 -0.88
Se 3.39 3.94 0.98
Cl -3.01 1.19 -0.05
C -3.35 0.56 -1.65
C -2.30 0.05 -2.39
C -2.66 -0.53 -3.59
Cl -1.42 -1.33 -4.55
C -3.96 -0.55 -4.09
Cl -4.33 -1.27 -5.61
C -4.97 0.02 -3.33
Cl -6.60 0.03 -3.91
C -4.67 0.58 -2.08
Cl -5.93 1.25 -1.12
N 2.37 1.83 3.17
C 1.69 2.92 3.92
C 0.29 3.11 3.34
N -0.50 1.89 3.33
C 0.21 0.82 2.63
C 1.60 0.56 3.18
H 3.32 1.69 3.52
H 2.56 2.24 2.20
H 2.29 3.82 3.79
H 1.65 2.63 4.97
H 0.40 3.45 2.30
H -0.23 3.89 3.89
H -0.74 1.60 4.28
H 0.30 1.12 1.58
H -0.37 -0.10 2.67
H 2.14 -0.15 2.55
H 1.56 0.20 4.21
N 1.27 0.11 -3.17
H 0.87 -0.30 -4.00
H 2.13 -0.36 -2.92
H 1.54 1.08 -3.37
N 0.82 -2.71 3.19
C 0.73 -2.94 2.07
C 0.59 -3.22 0.66
C 1.70 -3.12 -0.18
C 1.53 -3.36 -1.53
C 0.29 -3.68 -2.04
C -0.81 -3.78 -1.20
C -0.67 -3.55 0.16
H 2.66 -2.83 0.22
H 2.39 -3.26 -2.19
H 0.16 -3.84 -3.11
H -1.79 -4.01 -1.60
H -1.52 -3.61 0.82